Record 1
The following is a DFT calculation (ωB97M-V/def2-TZVPD) of a molecular structure, C35H32CoF6N8O8S2.

Each line ends with the Löwdin charge.
Atoms and positions in Å:
Co (-0.961, -0.059, 0.917)  0.70
C (-1.081, 0.088, -4.647)  -0.07
C (0.331, 0.470, -4.310)  -0.28
C (1.285, 0.138, -5.212)  -0.17
C (2.697, 0.110, -5.161)  -0.17
C (3.540, 0.278, -4.027)  -0.15
C (3.254, 0.338, -2.703)  -0.30
C (4.306, 0.719, -1.714)  -0.08
C (0.714, 0.966, -2.995)  -0.20
N (-0.366, 0.883, -1.935)  0.08
C (-1.482, 1.659, -2.038)  -0.34
O (-1.740, 2.303, -3.044)  0.07
C (-2.512, 1.739, -0.913)  -0.14
C (-3.699, 2.396, -1.225)  0.01
C (-4.655, 2.570, -0.240)  -0.04
C (-4.368, 2.179, 1.062)  0.01
C (-3.155, 1.570, 1.296)  -0.15
N (-2.288, 1.301, 0.308)  0.09
C (-2.562, 1.402, 2.693)  -0.48
O (-3.185, 1.844, 3.662)  0.02
N (-1.311, 0.960, 2.631)  0.04
C (-0.446, 1.351, 3.689)  -0.19
C (0.235, 2.569, 3.554)  -0.21
C (-0.052, 3.512, 2.437)  -0.05
C (1.140, 2.944, 4.536)  -0.07
C (1.362, 2.154, 5.648)  -0.10
C (0.639, 0.981, 5.797)  -0.07
C (-0.272, 0.577, 4.840)  -0.22
C (-1.080, -0.662, 5.010)  -0.04
H (-1.073, -0.590, -5.527)  0.07
H (-1.723, 0.959, -4.879)  0.06
H (-1.587, -0.459, -3.828)  0.06
H (0.879, -0.218, -6.180)  0.09
H (3.207, -0.103, -6.118)  0.05
H (4.615, 0.403, -4.279)  0.09
H (5.293, 0.756, -2.219)  0.07
H (4.383, 0.004, -0.860)  0.07
H (4.125, 1.721, -1.260)  0.07
H (-3.836, 2.752, -2.239)  0.12
H (-5.606, 3.042, -0.480)  0.10
H (-5.027, 2.362, 1.903)  0.12
H (-0.840, 4.221, 2.737)  0.09
H (-0.404, 3.010, 1.544)  0.05
H (0.845, 4.097, 2.179)  0.08
H (1.683, 3.882, 4.417)  0.10
H (2.091, 2.451, 6.398)  0.09
H (0.794, 0.352, 6.672)  0.11
H (-0.846, -1.153, 5.962)  0.08
H (-0.899, -1.367, 4.199)  0.03
H (-2.151, -0.422, 4.976)  0.09
F (3.944, -1.268, 2.072)  0.12
C (3.112, -2.320, 2.034)  -0.67
F (3.705, -3.342, 2.668)  0.12
F (2.922, -2.661, 0.769)  0.15
S (1.552, -1.857, 2.908)  0.62
O (0.995, -0.756, 2.139)  -0.30
O (2.025, -1.587, 4.239)  -0.26
N (0.751, -3.202, 2.836)  -0.28
S (-0.669, -3.470, 2.226)  0.61
O (-1.505, -2.291, 2.114)  -0.30
O (-0.655, -4.430, 1.159)  -0.27
C (-1.419, -4.443, 3.631)  -0.66
F (-0.489, -5.016, 4.397)  0.12
F (-2.178, -3.667, 4.406)  0.13
F (-2.196, -5.413, 3.134)  0.11
C (0.326, -3.906, -2.457)  -0.03
N (-0.778, -3.089, -2.015)  -0.05
C (-2.003, -3.196, -2.593)  -0.08
C (-3.041, -2.456, -2.182)  -0.01
C (-2.868, -1.522, -1.080)  -0.50
O (-3.821, -0.883, -0.627)  0.00
N (-1.602, -1.397, -0.558)  0.11
C (-0.571, -2.172, -0.971)  -0.51
O (0.530, -2.108, -0.427)  -0.01
H (-0.003, -4.950, -2.571)  0.09
H (1.106, -3.848, -1.690)  0.09
H (0.736, -3.535, -3.416)  0.10
H (-2.071, -3.915, -3.410)  0.12
H (-4.021, -2.538, -2.638)  0.10
N (1.452, 3.100, -4.050)  0.14
C (1.266, 2.385, -2.890)  -0.25
C (1.501, 2.785, -1.628)  -0.02
C (1.368, 1.806, -0.544)  -0.15
N (0.229, 0.789, -0.642)  0.02
C (1.633, 0.392, -0.834)  -0.19
C (1.881, 0.083, -2.259)  -0.13
H (2.241, 3.738, -4.022)  0.09
H (1.451, 2.495, -4.875)  0.08
H (1.830, 3.796, -1.382)  0.10
H (1.503, 2.151, 0.500)  0.14
H (2.017, -0.285, -0.055)  0.13
H (1.607, -0.977, -2.453)  0.16

charge	-2
HOMO level (spin up / spin down)	-0.51 / -0.51	eV
E_LUMO (spin up / spin down)	4.48 / 4.48	eV
<S²>	1.25
2S+1	2
calculated total energy	-140718.9444	eV



Record 2
The following is a DFT calculation (ωB97M-V/def2-TZVPD) of a molecular structure, C35H32F11N4Os.

Each line ends with the Löwdin charge.
Atoms and positions in Å:
Os (0.507, 0.181, 0.033)  1.52
C (-2.227, 0.482, 1.313)  -0.05
N (-1.643, 0.271, -0.017)  -0.38
C (-2.099, -1.005, -0.602)  -0.16
C (-1.292, -2.186, -0.068)  -0.19
N (-0.012, -1.735, 0.447)  -0.14
C (0.632, -2.645, 1.221)  -0.18
C (1.390, -2.168, 2.305)  -0.14
F (1.287, -0.836, 2.510)  0.04
C (2.088, -2.975, 3.179)  -0.13
F (2.797, -2.446, 4.172)  0.14
C (2.006, -4.361, 3.029)  -0.12
F (2.639, -5.169, 3.871)  0.14
C (1.230, -4.885, 1.995)  -0.14
F (1.127, -6.200, 1.838)  0.14
C (0.563, -4.051, 1.108)  -0.16
F (-0.130, -4.629, 0.115)  0.10
C (-2.024, 1.352, -0.925)  -0.18
C (-1.310, 2.644, -0.578)  -0.20
N (0.121, 2.426, -0.386)  0.01
C (0.859, 3.542, -0.585)  -0.14
C (0.391, 4.883, -0.743)  -0.10
F (-0.897, 5.217, -0.536)  0.10
C (1.230, 5.944, -1.059)  -0.12
F (0.700, 7.156, -1.206)  0.15
C (2.604, 5.771, -1.225)  -0.10
F (3.395, 6.785, -1.553)  0.17
C (3.116, 4.492, -1.018)  -0.12
F (4.419, 4.248, -1.150)  0.14
C (2.267, 3.457, -0.689)  -0.11
F (2.818, 2.254, -0.483)  0.07
H (-3.313, 0.604, 1.247)  0.11
H (-1.800, 1.376, 1.767)  0.09
H (-2.007, -0.369, 1.957)  0.10
H (-1.950, -0.950, -1.681)  0.11
H (-3.168, -1.150, -0.415)  0.14
H (-1.157, -2.908, -0.880)  0.13
H (-1.832, -2.692, 0.743)  0.14
H (-3.108, 1.513, -0.913)  0.15
H (-1.732, 1.068, -1.938)  0.12
H (-1.757, 3.112, 0.307)  0.13
H (-1.484, 3.316, -1.425)  0.14
C (4.679, -2.743, -2.533)  -0.04
C (3.579, -2.799, -1.466)  -0.35
C (3.212, -4.266, -1.208)  -0.03
C (4.027, -2.100, -0.200)  -0.12
C (5.078, -2.675, 0.494)  -0.02
C (5.530, -2.155, 1.691)  -0.03
C (4.917, -1.031, 2.207)  -0.04
C (3.879, -0.389, 1.554)  -0.15
C (3.448, 0.950, 2.108)  -0.38
C (3.240, 0.995, 3.626)  -0.05
C (4.566, 1.950, 1.774)  -0.05
C (3.420, -0.913, 0.311)  -0.18
N (2.433, -0.272, -0.435)  -0.09
C (2.719, 0.019, -1.751)  -0.28
C (4.013, 0.408, -2.154)  -0.03
C (4.263, 0.878, -3.425)  -0.06
C (3.253, 0.947, -4.374)  -0.06
C (1.980, 0.507, -4.040)  0.00
C (1.737, 0.080, -2.758)  -0.20
F (0.451, -0.349, -2.452)  -0.02
H (4.332, -3.226, -3.444)  0.09
H (5.574, -3.256, -2.193)  0.08
H (4.943, -1.715, -2.768)  0.06
H (2.683, -2.312, -1.860)  0.12
H (4.068, -4.849, -0.877)  0.08
H (2.839, -4.711, -2.129)  0.09
H (2.441, -4.338, -0.448)  0.06
H (5.566, -3.544, 0.086)  0.11
H (6.362, -2.607, 2.205)  0.11
H (5.294, -0.615, 3.124)  0.11
H (2.502, 1.248, 1.623)  0.09
H (4.059, 0.535, 4.169)  0.08
H (2.323, 0.509, 3.935)  0.07
H (3.196, 2.035, 3.937)  0.08
H (5.444, 1.728, 2.376)  0.09
H (4.245, 2.963, 2.001)  0.08
H (4.862, 1.911, 0.731)  0.07
H (4.800, 0.382, -1.418)  0.13
H (5.259, 1.204, -3.675)  0.12
H (3.452, 1.333, -5.361)  0.11
H (1.174, 0.505, -4.758)  0.12

charge	+1
energy above the lowest of the compared OMol25 structures with the same formula, charge and spin	13.12	kcal/mol
HOMO level (spin up / spin down)	-10.36 / -10.65	eV
E_LUMO (spin up / spin down)	-2.37 / -5.66	eV
<S²>	6.06
2S+1	5
calculated total energy	-75123.7404	eV



Record 3
The following is a DFT calculation (ωB97M-V/def2-TZVPD) of a molecular structure, C35H32FN3O5PPt.

Each line ends with the Löwdin charge.
Atoms and positions in Å:
Pt (-2.047, -1.002, -2.147)  1.28
C (1.958, 4.575, 1.139)  -0.05
C (2.096, 4.262, -0.339)  -0.16
N (1.568, 2.921, -0.674)  0.00
C (0.327, 2.833, -1.153)  0.07
C (-0.298, 1.650, -1.466)  -0.03
C (-1.611, 1.730, -2.178)  -0.53
O (-2.339, 2.679, -2.091)  0.15
O (-1.833, 0.706, -3.021)  -0.16
C (0.345, 0.434, -1.180)  -0.26
O (-0.186, -0.725, -1.321)  -0.14
C (1.694, 0.518, -0.682)  -0.05
C (2.453, -0.643, -0.467)  0.10
C (3.751, -0.560, -0.075)  -0.18
F (4.430, -1.710, 0.078)  0.09
C (4.413, 0.678, 0.137)  -0.11
C (3.635, 1.818, -0.020)  0.06
C (2.302, 1.763, -0.450)  -0.10
N (5.760, 0.770, 0.486)  -0.06
C (6.564, -0.408, 0.840)  -0.12
C (7.971, 0.022, 1.247)  -0.08
N (7.894, 1.299, 2.033)  0.08
C (7.394, 2.447, 1.173)  -0.06
C (6.575, 1.883, 0.017)  -0.12
H (2.347, 5.572, 1.341)  0.09
H (2.506, 3.862, 1.756)  0.07
H (0.911, 4.555, 1.442)  0.09
H (3.128, 4.317, -0.680)  0.12
H (1.541, 4.973, -0.948)  0.13
H (-0.192, 3.766, -1.336)  0.16
H (2.024, -1.615, -0.667)  0.14
H (4.072, 2.780, 0.195)  0.10
H (6.671, -1.122, 0.022)  0.14
H (6.090, -0.927, 1.672)  0.14
H (8.619, 0.224, 0.398)  0.14
H (8.441, -0.741, 1.863)  0.15
H (8.808, 1.529, 2.426)  0.19
H (7.265, 1.166, 2.827)  0.19
H (8.263, 2.998, 0.818)  0.15
H (6.803, 3.091, 1.820)  0.14
H (7.228, 1.561, -0.799)  0.14
H (5.964, 2.681, -0.390)  0.12
O (-0.847, -4.261, -0.641)  0.27
C (-1.567, -3.424, -0.280)  -0.34
O (-2.699, -2.994, -1.205)  -0.25
C (-1.692, -2.576, 0.920)  -0.16
C (-0.772, -2.564, 1.954)  0.04
C (-1.038, -1.749, 3.048)  -0.01
C (-2.203, -0.992, 3.111)  -0.01
C (-3.141, -1.032, 2.083)  -0.02
C (-2.857, -1.810, 0.976)  -0.23
P (-3.905, -2.222, -0.425)  1.05
C (-4.237, -1.022, -1.734)  -0.41
C (-4.029, -1.463, -3.089)  -0.19
C (-4.373, -0.576, -4.137)  -0.03
C (-4.864, 0.671, -3.861)  -0.01
C (-5.092, 1.074, -2.530)  -0.02
C (-4.810, 0.243, -1.477)  -0.07
C (-5.403, -2.830, 0.259)  -0.29
C (-5.403, -3.555, 1.462)  -0.05
C (-6.606, -3.971, 1.993)  -0.03
C (-7.798, -3.671, 1.334)  0.00
C (-7.798, -2.974, 0.133)  -0.02
C (-6.599, -2.573, -0.427)  -0.04
H (0.110, -3.189, 1.911)  0.14
H (-0.342, -1.722, 3.876)  0.13
H (-2.394, -0.379, 3.982)  0.13
H (-4.065, -0.474, 2.160)  0.13
H (-3.863, -2.509, -3.324)  0.13
H (-4.252, -0.912, -5.158)  0.14
H (-5.105, 1.349, -4.667)  0.13
H (-5.500, 2.057, -2.338)  0.14
H (-4.995, 0.564, -0.460)  0.13
H (-4.478, -3.783, 1.976)  0.12
H (-6.623, -4.531, 2.918)  0.13
H (-8.738, -3.995, 1.762)  0.13
H (-8.729, -2.756, -0.372)  0.13
H (-6.596, -2.057, -1.379)  0.12

charge	+3
energy above the lowest of the compared OMol25 structures with the same formula, charge and spin	0.00	kcal/mol
HOMO level	-15.72	eV
E_LUMO	-8.02	eV
calculated total energy	-66751.5711	eV



Number 1: molecular weight 929.74 g mol⁻¹. Number 2: molecular weight 907.88 g mol⁻¹. Number 3: molecular weight 819.71 g mol⁻¹.